Entry 1:
The following is a quantum chemistry calculation of a structure of composition C32H22F4O10P2, from the Open Molecules 2025 dataset.

Geometry as XYZ:
```
70
C32H22F4O10P2, DFT the ωB97M-V functional and the def2-TZVPD basis
C 2.369 8.559 4.824
P 1.790 6.833 4.915
O 2.406 6.459 6.380
O 3.042 6.234 3.887
P 3.248 4.690 3.744
O 2.441 3.848 4.614
O 4.817 4.532 3.833
C 5.567 3.630 3.027
C 5.230 2.170 3.250
O 5.111 1.349 2.410
F 5.126 1.885 4.559
O 3.071 4.392 2.154
C 1.896 4.467 1.475
F 1.424 5.709 1.465
F 0.968 3.681 2.001
F 2.124 4.091 0.227
H 1.511 9.230 4.859
H 3.030 8.759 5.667
H 2.925 8.719 3.902
H 1.950 5.683 6.726
H 5.461 3.851 1.969
H 6.607 3.776 3.320
C -1.121 0.787 -0.748
C -0.466 2.012 -0.796
C 0.178 2.413 -1.955
C 0.180 1.584 -3.069
C -0.461 0.344 -3.015
C -1.120 -0.046 -1.855
C -0.446 -0.581 -4.181
O -0.998 -1.661 -4.132
C 0.278 -0.140 -5.408
C 0.337 -0.999 -6.500
C 0.998 -0.607 -7.652
C 1.600 0.645 -7.720
C 1.547 1.503 -6.635
C 0.890 1.112 -5.474
C 0.865 2.046 -4.310
O 1.383 3.140 -4.373
H -1.630 0.479 0.156
H -0.461 2.655 0.074
H 0.685 3.366 -2.008
H -1.625 -1.002 -1.832
H -0.139 -1.967 -6.431
H 1.045 -1.278 -8.500
H 2.112 0.949 -8.623
H 2.011 2.478 -6.670
C -4.767 -6.687 4.104
C -5.726 -7.082 3.177
C -5.543 -6.815 1.831
C -4.401 -6.147 1.406
C -3.445 -5.741 2.337
C -3.629 -6.018 3.686
C -2.221 -4.997 1.914
O -1.387 -4.654 2.724
C -2.068 -4.689 0.464
C -0.958 -3.963 0.045
C -0.791 -3.672 -1.298
C -1.726 -4.106 -2.233
C -2.831 -4.831 -1.820
C -3.010 -5.120 -0.472
C -4.220 -5.883 -0.052
O -5.031 -6.275 -0.864
H -4.910 -6.902 5.155
H -6.617 -7.599 3.508
H -6.275 -7.119 1.096
H -2.875 -5.701 4.393
H -0.238 -3.635 0.783
H 0.068 -3.100 -1.625
H -1.587 -3.870 -3.278
H -3.569 -5.175 -2.531
```

Calculated values
- E: -3067.4546 hartree
- Relative energy (zero: lowest compared OMol25 entry of this formula, charge and spin): 0.0 kJ/mol
- HOMO-LUMO gap: 8.584 eV

natural (NBO) charges, unit e, in atom order:
1 C -1.00
2 P 1.34
3 O -0.98
4 O -1.07
5 P 2.57
6 O -1.07
7 O -0.79
8 C -0.18
9 C 0.84
10 O -0.50
11 F -0.32
12 O -0.81
13 C 1.18
14 F -0.31
15 F -0.30
16 F -0.30
17 H 0.24
18 H 0.25
19 H 0.25
20 H 0.51
21 H 0.23
22 H 0.23
23 C -0.18
24 C -0.19
25 C -0.17
26 C -0.14
27 C -0.06
28 C -0.19
29 C 0.53
30 O -0.55
31 C -0.06
32 C -0.17
33 C -0.19
34 C -0.19
35 C -0.15
36 C -0.15
37 C 0.55
38 O -0.52
39 H 0.22
40 H 0.22
41 H 0.24
42 H 0.24
43 H 0.24
44 H 0.22
45 H 0.22
46 H 0.24
47 C -0.19
48 C -0.19
49 C -0.16
50 C -0.15
51 C -0.06
52 C -0.19
53 C 0.54
54 O -0.53
55 C -0.15
56 C -0.16
57 C -0.20
58 C -0.19
59 C -0.18
60 C -0.06
61 C 0.54
62 O -0.53
63 H 0.22
64 H 0.22
65 H 0.24
66 H 0.24
67 H 0.24
68 H 0.22
69 H 0.24
70 H 0.24

---

Entry 2:
The following is a quantum chemistry calculation of a structure of composition C32H22MgN6O5 in a non-equilibrium geometry, from the Open Molecules 2025 dataset.

Geometry as XYZ:
```
66
C32H22MgN6O5, DFT the ωB97M-V functional and the def2-TZVPD basis
Mg -0.110 0.395 -0.703
O -2.225 -2.597 -2.802
C -1.413 -1.960 -2.106
N -1.175 -0.667 -2.050
C -1.662 0.238 -2.949
C -1.922 -0.062 -4.285
C -2.261 0.935 -5.181
C -2.375 2.246 -4.750
C -2.162 2.560 -3.420
C -1.794 1.575 -2.505
N -1.438 1.834 -1.212
C -1.932 2.823 -0.501
O -2.898 3.574 -0.740
C -1.196 3.003 0.794
C -1.772 3.788 1.799
C -1.079 3.993 2.972
C 0.183 3.425 3.099
C 0.675 2.679 2.037
N 0.010 2.467 0.919
C -0.565 -2.716 -1.124
C -1.014 -3.935 -0.608
C -0.236 -4.592 0.322
C 0.994 -4.042 0.661
C 1.373 -2.855 0.051
N 0.613 -2.199 -0.804
H -1.833 -1.088 -4.609
H -2.421 0.687 -6.225
H -2.616 3.033 -5.457
H -2.255 3.581 -3.080
H -2.744 4.221 1.610
H -1.499 4.592 3.773
H 0.771 3.568 3.996
H 1.661 2.235 2.090
H -1.970 -4.321 -0.931
H -0.574 -5.512 0.786
H 1.629 -4.508 1.400
H 2.327 -2.395 0.277
O -2.627 -2.129 1.658
C -1.888 -2.227 2.766
C -2.305 -3.094 3.777
C -1.609 -3.174 4.965
C -0.492 -2.380 5.171
C -0.035 -1.561 4.155
C -0.703 -1.484 2.941
C -0.194 -0.690 1.794
O -1.015 -0.370 0.875
N 1.089 -0.438 1.793
N 1.470 0.126 0.616
C 2.713 0.385 0.460
C 3.278 0.893 -0.752
C 4.648 1.146 -0.824
C 5.255 1.569 -1.988
C 4.481 1.708 -3.140
C 3.130 1.478 -3.106
C 2.453 1.099 -1.910
O 1.203 0.950 -1.894
H -2.173 -1.409 1.102
H -3.187 -3.694 3.606
H -1.941 -3.855 5.737
H 0.024 -2.409 6.122
H 0.857 -0.966 4.279
H 3.421 0.178 1.281
H 5.253 0.998 0.067
H 6.319 1.773 -2.019
H 4.953 1.998 -4.074
H 2.526 1.574 -3.999
```

Calculated values
- E: -2137.7451 hartree
- Relative energy (zero: lowest compared OMol25 entry of this formula, charge and spin): 4.1 kJ/mol
- HOMO-LUMO gap: 5.862 eV
- Charge: -2

natural (NBO) charges, unit e, in atom order:
1 Mg 1.75
2 O -0.72
3 C 0.59
4 N -0.78
5 C 0.23
6 C -0.26
7 C -0.26
8 C -0.26
9 C -0.23
10 C 0.12
11 N -0.76
12 C 0.60
13 O -0.73
14 C 0.16
15 C -0.23
16 C -0.19
17 C -0.29
18 C 0.06
19 N -0.43
20 C 0.16
21 C -0.23
22 C -0.19
23 C -0.29
24 C 0.06
25 N -0.44
26 H 0.22
27 H 0.18
28 H 0.18
29 H 0.22
30 H 0.24
31 H 0.19
32 H 0.20
33 H 0.19
34 H 0.23
35 H 0.20
36 H 0.20
37 H 0.19
38 O -0.69
39 C 0.35
40 C -0.30
41 C -0.19
42 C -0.30
43 C -0.16
44 C -0.13
45 C 0.56
46 O -0.84
47 N -0.48
48 N -0.39
49 C 0.10
50 C -0.25
51 C -0.16
52 C -0.34
53 C -0.22
54 C -0.27
55 C 0.43
56 O -0.82
57 H 0.52
58 H 0.21
59 H 0.19
60 H 0.19
61 H 0.22
62 H 0.15
63 H 0.18
64 H 0.18
65 H 0.18
66 H 0.20

---

Entry 3:
The following is a quantum chemistry calculation of a structure of composition C32H23Cl5N3O2PRu, from the Open Molecules 2025 dataset.

Geometry as XYZ:
```
67
C32H23Cl5N3O2PRu, DFT the ωB97M-V functional and the def2-TZVPD basis
Ru 0.154 0.164 0.408
Cl 0.841 -6.643 -0.639
C 0.272 -5.026 -0.589
C 0.033 -4.409 0.637
Cl 0.319 -5.251 2.105
C -0.429 -3.101 0.667
Cl -0.677 -2.279 2.173
C -0.656 -2.383 -0.510
O -1.075 -1.116 -0.465
C -0.397 -3.008 -1.731
Cl -0.594 -2.081 -3.164
C 0.059 -4.319 -1.774
Cl 0.379 -5.061 -3.285
C -0.015 1.941 -5.822
C 1.238 2.384 -5.420
C 1.595 2.337 -4.081
C 0.690 1.843 -3.144
C -0.564 1.389 -3.551
C -0.916 1.445 -4.889
P 1.051 1.806 -1.380
C 2.857 1.825 -1.205
C 3.589 0.827 -1.855
C 4.962 0.754 -1.689
C 5.614 1.661 -0.859
C 4.888 2.646 -0.204
C 3.512 2.731 -0.377
C 0.449 3.352 -0.662
C 0.624 4.557 -1.294
C 0.186 5.749 -0.686
C -0.415 5.708 0.540
C -0.630 4.480 1.210
C -1.275 4.427 2.472
C -1.502 3.232 3.088
C -1.104 2.026 2.464
C -0.461 2.022 1.246
C -0.206 3.274 0.600
H -0.288 1.976 -6.869
H 1.940 2.764 -6.150
H 2.576 2.676 -3.772
H -1.257 0.979 -2.825
H -1.888 1.092 -5.205
H 3.085 0.111 -2.495
H 5.525 -0.006 -2.215
H 6.689 1.612 -0.741
H 5.397 3.367 0.423
H 2.951 3.513 0.120
H 1.098 4.596 -2.268
H 0.329 6.693 -1.194
H -0.750 6.623 1.015
H -1.595 5.354 2.932
H -2.004 3.197 4.046
H -1.338 1.093 2.967
C 5.180 0.272 2.986
N 4.120 -0.240 2.139
C 4.251 -1.342 1.201
C 2.887 -1.335 0.528
O 2.519 -2.030 -0.379
N 2.109 -0.363 1.155
C 2.890 0.261 2.058
N 2.460 1.274 2.800
H 6.095 -0.267 2.756
H 4.952 0.123 4.043
H 5.354 1.331 2.787
H 4.428 -2.295 1.704
H 5.037 -1.162 0.467
H 1.524 1.632 2.655
H 3.062 1.733 3.460
```

Calculated values
- E: -4284.9605 hartree
- 2S+1: 6
- Relative energy (zero: lowest compared OMol25 entry of this formula, charge and spin): 13.3 kJ/mol
- HOMO-LUMO gap (spin up / spin down): 6.076 / 6.246 eV
- Charge: +1
- Expectation value of S²: 8.77

natural (NBO) charges, unit e, in atom order:
1 Ru 1.45
2 Cl 0.08
3 C -0.10
4 C -0.06
5 Cl 0.07
6 C -0.14
7 Cl 0.04
8 C 0.33
9 O -0.71
10 C -0.12
11 Cl 0.06
12 C -0.06
13 Cl 0.08
14 C -0.17
15 C -0.22
16 C -0.14
17 C -0.41
18 C -0.17
19 C -0.20
20 P 0.93
21 C -0.38
22 C -0.20
23 C -0.21
24 C -0.21
25 C -0.23
26 C -0.16
27 C -0.38
28 C -0.16
29 C -0.21
30 C -0.14
31 C -0.11
32 C -0.15
33 C -0.22
34 C -0.23
35 C -0.43
36 C 0.03
37 H 0.23
38 H 0.23
39 H 0.21
40 H 0.23
41 H 0.23
42 H 0.24
43 H 0.23
44 H 0.23
45 H 0.22
46 H 0.22
47 H 0.23
48 H 0.23
49 H 0.22
50 H 0.22
51 H 0.23
52 H 0.22
53 C -0.42
54 N -0.37
55 C -0.32
56 C 0.68
57 O -0.55
58 N -0.74
59 C 0.68
60 N -0.77
61 H 0.24
62 H 0.22
63 H 0.22
64 H 0.25
65 H 0.25
66 H 0.44
67 H 0.42